Density functional theory data (ωB97M-V/def2-TZVPD) for C5H10BaO2 as an isolated structure.

Each line ends with the natural charge from an NBO analysis.
Atoms and positions in Å:
C 2.902 0.757 0.584  -0.27
O 1.602 0.584 0.042  -0.64
C 1.106 -0.738 0.154  -0.09
C -0.160 -0.839 -0.654  -0.10
O -1.210 -0.239 0.090  -0.55
C -2.468 -0.395 -0.406  0.12
C -3.529 0.169 0.169  -0.48
H 2.919 0.467 1.646  0.19
H 3.627 0.152 0.020  0.19
H 0.956 -0.993 1.215  0.20
H 1.845 -1.451 -0.244  0.19
H -0.349 -1.890 -0.908  0.19
H -0.135 -0.378 -1.653  0.20
H -2.523 -0.883 -1.384  0.18
H -3.419 0.879 0.990  0.22
H -4.505 0.055 -0.298  0.22
H 3.153 1.821 0.499  0.21
Ba 0.188 2.922 0.138  0.03

Calculated values
orbital gap = 4.31 eV
F_max = 0.85 eV Å⁻¹
energy relative to the best compared isomer or geometry (same formula, charge and spin) = 0.000 eV
net charge = 0
2S+1 = 1
E_HOMO = -4.07 eV



Density functional theory data (ωB97M-V/def2-TZVPD) for a 2-piece molecular cluster, C5H9NO3S overall in a non-equilibrium geometry.

Each line ends with the natural charge from an NBO analysis.
Atoms and positions in Å:
C 1.263 1.259 -0.075  0.62
C 1.879 0.630 -1.326  -0.48
C 0.650 -0.291 -1.289  -0.05
C 0.905 -1.804 -1.476  -0.62
C -1.991 1.151 2.406  -0.75
N 0.432 0.256 0.002  -0.47
O 1.341 2.243 0.582  -0.59
O -1.611 -1.539 2.087  -0.86
O -2.629 -0.633 0.135  -0.86
S -1.740 -0.403 1.239  1.98
H 1.968 1.297 -2.150  0.24
H 2.939 0.115 -1.201  0.23
H -0.233 0.052 -1.997  0.19
H -0.023 -2.280 -1.737  0.22
H 1.367 -2.212 -0.657  0.21
H 1.600 -1.911 -2.281  0.21
H -0.979 1.634 2.345  0.28
H -2.904 1.697 2.002  0.25
H -2.238 0.739 3.390  0.25

Calculated values
orbital gap (alpha / beta) = 7.70 / 6.93 eV
F_max = 5.11 eV Å⁻¹
energy relative to the best compared isomer or geometry (same formula, charge and spin) = 5.180 eV
net charge = 0
2S+1 = 1
E_HOMO (alpha / beta) = -9.60 / -9.04 eV



Density functional theory data (ωB97M-V/def2-TZVPD) for a 7-piece molecular cluster, C28H35N7 overall in a non-equilibrium geometry.

Each line ends with the natural charge from an NBO analysis.
Atoms and positions in Å:
C 0.252 2.499 -0.427  -0.30
C -0.696 1.319 -0.177  -0.31
C 0.154 0.196 -0.384  -0.05
N 1.531 0.538 -0.546  -0.55
C 1.623 1.968 -0.644  -0.12
H -0.031 3.475 -0.394  0.20
H -1.696 1.370 -0.081  0.22
H -0.245 -0.986 -0.538  0.26
H 2.198 -0.166 -0.709  0.44
H 2.602 2.329 -0.684  0.22
C 3.088 -2.292 -0.613  -0.31
C 2.847 -2.351 -2.053  -0.28
C 3.847 -1.456 -2.707  -0.07
N 4.769 -1.066 -1.742  -0.54
C 4.385 -1.552 -0.419  -0.11
H 2.576 -2.910 0.075  0.25
H 2.050 -2.663 -2.511  0.19
H 3.887 -1.093 -3.751  0.22
H 5.510 -0.222 -1.653  0.44
H 5.004 -1.299 0.440  0.22
C -3.003 -0.538 1.466  -0.34
C -2.947 0.859 2.018  -0.31
C -2.467 0.607 3.460  -0.07
N -2.183 -0.768 3.617  -0.52
C -2.568 -1.497 2.551  -0.09
H -3.522 -0.771 0.510  0.23
H -3.264 1.859 1.650  0.23
H -2.340 1.225 4.254  0.20
H -1.840 -1.077 4.563  0.43
H -2.538 -2.654 2.565  0.25
C 2.414 2.129 4.414  -0.35
C 1.834 0.714 4.434  -0.32
C 1.198 0.493 3.154  -0.11
N 1.547 1.553 2.277  -0.56
C 2.280 2.518 2.900  -0.07
H 2.899 2.664 5.293  0.23
H 1.891 0.082 5.363  0.22
H 0.866 -0.590 2.743  0.23
H 1.232 1.679 1.263  0.47
H 2.899 3.269 2.308  0.21
C -1.932 -3.427 -1.952  -0.25
C -0.954 -2.199 -2.412  -0.35
C -1.795 -1.048 -2.473  -0.02
N -3.085 -1.300 -2.184  -0.54
C -3.309 -2.687 -1.639  -0.09
H -1.752 -4.417 -1.783  0.20
H 0.136 -2.328 -2.651  0.23
H -1.531 -0.037 -2.730  0.23
H -3.865 -0.600 -2.339  0.43
H -4.194 -3.102 -1.421  0.20
C 0.186 -4.025 0.557  -0.34
C -0.288 -3.009 1.573  -0.30
C 0.258 -3.473 2.902  -0.11
N 0.963 -4.619 2.694  -0.51
C 1.056 -4.999 1.398  -0.09
H -0.021 -4.177 -0.660  0.25
H -0.856 -2.147 1.453  0.25
H 0.183 -2.982 3.751  0.19
H 1.369 -5.172 3.532  0.42
H 1.697 -5.993 1.130  0.23
C -2.644 5.471 -4.886  -0.28
C -2.324 4.320 -4.083  -0.28
C -1.339 4.620 -3.040  -0.08
N -1.082 6.008 -3.113  -0.53
C -1.841 6.576 -4.213  -0.08
H -3.233 5.627 -5.700  0.22
H -2.684 3.421 -4.014  0.20
H -0.886 4.132 -2.176  0.22
H -0.425 6.538 -2.526  0.42
H -1.836 7.631 -4.314  0.20

Calculated values
orbital gap = 7.78 eV
F_max = 10.72 eV Å⁻¹
energy relative to the best compared isomer or geometry (same formula, charge and spin) = 13.581 eV
SMILES = c1cc[nH]c1.c1cc[nH]c1.c1cc[nH]c1.c1cc[nH]c1.c1cc[nH]c1.c1cc[nH]c1.c1cc[nH]c1
net charge = 0
2S+1 = 1
E_HOMO = -7.17 eV



Density functional theory data (ωB97M-V/def2-TZVPD) for a 6-piece molecular cluster, C4H18O7S overall in a non-equilibrium geometry.

Each line ends with the natural charge from an NBO analysis.
Atoms and positions in Å:
O 3.055 1.440 2.203  -0.57
C 1.971 1.312 1.726  0.80
O 0.920 2.110 2.060  -0.72
C 1.474 0.137 0.870  -0.51
C 2.132 -0.274 -0.425  -0.42
C 1.540 0.158 -1.836  -0.45
S 1.555 2.063 -1.834  -0.13
H 1.184 2.921 2.509  0.50
H 1.615 -0.673 1.613  0.25
H 0.437 0.262 0.681  0.21
H 2.590 -1.256 -0.564  0.24
H 3.052 0.353 -0.420  0.22
H 2.055 -0.325 -2.638  0.22
H 0.471 -0.033 -1.993  0.23
H 1.068 2.347 -3.049  0.13
O -2.605 -0.574 -1.361  -0.97
H -2.359 0.227 -0.883  0.49
H -2.424 -0.368 -2.279  0.47
O -1.179 1.877 -0.535  -0.95
H -0.806 2.686 -0.201  0.49
H -1.013 1.199 0.101  0.47
O -0.331 -2.287 -1.210  -0.98
H -1.085 -2.398 -0.572  0.50
H -0.568 -2.913 -1.907  0.46
O -1.801 -0.548 2.687  -0.95
H -1.464 0.111 3.316  0.48
H -1.053 -1.152 2.612  0.48
O -2.500 -2.333 0.531  -0.97
H -2.952 -1.696 1.094  0.50
H -2.979 -2.374 -0.295  0.49

Calculated values
orbital gap = 8.96 eV
F_max = 3.93 eV Å⁻¹
energy relative to the best compared isomer or geometry (same formula, charge and spin) = 0.421 eV
SMILES = O=C(O)CCCS.O.O.O.O.O
net charge = 0
2S+1 = 1
E_HOMO = -8.71 eV